C31H61GaN5O4 as an isolated structure at a distorted geometry, computed with ωB97M-V with the def2-TZVPD basis set.

Summary:
**E_tot**: -3717.01514 a.u.
**Kohn-Sham gap**: 0.2271 Ha
**LUMO level**: 2.06 eV
**Net charge**: -1
**E_HOMO**: -4.12 eV

```
102
Properties=species:S:1:pos:R:3:lowdin_charge:R:1
C -1.27 -1.51 -2.03 -0.01
C -0.16 -2.14 -1.69 -0.23
C 1.10 -2.94 -1.14 -0.35
Ga 2.37 -1.74 0.04 0.29
C 2.70 -2.75 1.81 -0.34
C 1.55 -2.55 2.94 -0.31
C 0.10 -2.14 2.37 -0.23
C -0.99 -2.89 3.34 -0.23
C -2.47 -2.43 2.91 -0.23
C -2.68 -0.83 2.85 -0.23
C -2.85 -0.24 1.35 -0.19
C -2.71 1.40 1.33 -0.19
C -1.73 1.87 0.14 -0.20
C -2.12 3.38 -0.28 -0.22
C -1.41 3.73 -1.69 -0.19
C -2.41 3.72 -2.96 -0.16
N -3.09 2.42 -3.20 -0.13
C -4.13 1.74 -2.43 -0.09
C -4.67 0.39 -3.01 -0.06
C -3.78 0.29 -4.32 -0.10
C -2.84 1.54 -4.38 -0.08
H -2.01 -0.67 -2.31 0.00
H 1.72 -3.36 -2.03 0.04
H 0.74 -3.86 -0.54 0.04
H 1.85 -0.24 0.19 -0.10
H 3.79 -1.73 -0.75 -0.09
H 3.68 -2.31 2.26 0.04
H 2.89 -3.87 1.67 0.04
H 1.45 -3.57 3.48 0.09
H 1.95 -1.82 3.75 0.10
H 0.02 -0.99 2.45 0.10
H -0.13 -2.52 1.32 0.09
H -0.75 -2.77 4.46 0.10
H -0.90 -4.02 3.06 0.11
H -3.27 -2.93 3.58 0.09
H -2.64 -2.85 1.83 0.11
H -1.80 -0.24 3.33 0.10
H -3.66 -0.57 3.43 0.10
H -3.95 -0.47 1.05 0.09
H -2.12 -0.67 0.59 0.09
H -3.74 1.92 1.21 0.09
H -2.19 1.69 2.32 0.10
H -1.75 1.15 -0.77 0.09
H -0.63 1.91 0.51 0.12
H -1.69 4.08 0.52 0.12
H -3.25 3.53 -0.42 0.08
H -0.46 3.11 -1.90 0.13
H -1.03 4.83 -1.59 0.11
H -3.24 4.50 -2.73 0.11
H -1.84 4.01 -3.92 0.13
H -4.61 2.08 -1.45 0.09
H -5.49 -0.30 -2.60 0.07
H -3.87 -0.57 -5.07 0.07
H -2.11 1.73 -5.25 0.10
C -6.93 -0.22 0.75 -0.01
C -6.79 1.20 1.24 -0.54
O -6.17 2.05 0.61 0.01
N -7.39 1.53 2.42 0.00
C -8.16 0.68 3.29 -0.08
H -6.40 -0.32 -0.20 0.07
H -6.49 -0.91 1.47 0.08
H -7.98 -0.46 0.58 0.09
H -7.26 2.49 2.68 0.14
H -9.16 1.11 3.40 0.08
H -7.68 0.66 4.27 0.08
H -8.25 -0.34 2.92 0.08
C -4.30 8.83 0.14 -0.02
C -3.37 7.78 -0.39 -0.55
O -2.17 7.98 -0.52 0.02
N -3.89 6.57 -0.73 0.01
C -5.27 6.14 -0.64 -0.07
H -3.74 9.74 0.37 0.08
H -5.06 9.07 -0.60 0.08
H -4.78 8.48 1.06 0.08
H -3.20 5.92 -1.08 0.10
H -5.31 5.26 0.01 0.08
H -5.60 5.85 -1.64 0.08
H -5.93 6.91 -0.26 0.07
C 5.84 -4.90 -0.54 -0.01
C 6.30 -3.71 0.26 -0.55
O 5.69 -2.65 0.25 -0.03
N 7.43 -3.85 1.01 0.01
C 8.28 -5.01 1.15 -0.09
H 4.93 -4.64 -1.09 0.08
H 6.61 -5.18 -1.27 0.08
H 5.61 -5.74 0.12 0.08
H 7.67 -3.01 1.52 0.14
H 8.30 -5.29 2.21 0.08
H 9.28 -4.74 0.83 0.04
H 7.93 -5.86 0.56 0.07
C 9.51 -2.03 -1.52 0.00
C 10.55 -3.03 -1.08 -0.53
O 10.63 -3.43 0.08 0.00
N 11.42 -3.50 -2.02 0.00
C 11.48 -3.16 -3.43 -0.08
H 8.90 -1.75 -0.66 0.08
H 10.00 -1.13 -1.90 0.09
H 8.86 -2.47 -2.28 0.09
H 12.08 -4.17 -1.66 0.14
H 11.35 -4.08 -4.01 0.08
H 12.48 -2.75 -3.63 0.08
H 10.72 -2.44 -3.71 0.08
```

---

One molecule with the formula C20H25N3O4S at a distorted geometry, computed with ωB97M-V with the def2-TZVPD basis set.

Summary:
**E_tot**: -1640.57904 a.u.
**Kohn-Sham gap**: 0.3013 Ha
**LUMO level**: -0.44 eV
**Net charge**: 0
**SMILES string**: CCN(CC(=O)NC(C)(C)C)C(=O)CN1c2cccc3cccc(c23)S1(=O)=O
**E_HOMO**: -8.64 eV
**ΔE to the lowest compared entry with this formula, charge and spin**: 157.9 kJ/mol

```
53
Properties=species:S:1:pos:R:3:lowdin_charge:R:1
C -4.87 -2.01 -0.12 -0.06
C -3.69 -1.23 0.46 -0.18
N -2.53 -1.28 -0.43 -0.05
C -2.48 -0.21 -1.40 -0.04
C -2.25 1.15 -0.71 -0.48
O -3.07 2.04 -0.76 0.07
N -1.10 1.19 -0.02 0.13
C -0.53 2.38 0.60 -0.57
C -1.48 2.87 1.70 -0.03
C -0.33 3.46 -0.47 -0.02
C 0.82 1.98 1.21 -0.02
C -1.66 -2.28 -0.27 -0.44
O -1.79 -3.13 0.60 0.05
C -0.45 -2.36 -1.21 -0.07
N 0.54 -1.34 -0.92 -0.15
C 1.44 -1.48 0.11 -0.22
C 1.29 -2.16 1.30 0.02
C 2.31 -2.10 2.26 -0.05
C 3.46 -1.38 2.07 -0.03
C 3.66 -0.68 0.86 -0.16
C 4.80 0.09 0.51 0.00
C 4.89 0.70 -0.71 -0.05
C 3.87 0.59 -1.68 -0.02
C 2.77 -0.14 -1.35 -0.20
C 2.64 -0.76 -0.11 -0.13
S 1.28 -0.54 -2.26 0.74
O 1.49 -1.48 -3.32 -0.26
O 0.50 0.62 -2.56 -0.27
H -4.59 -3.05 -0.26 0.08
H -5.71 -1.96 0.56 0.08
H -5.18 -1.59 -1.08 0.07
H -3.39 -1.68 1.41 0.12
H -3.96 -0.19 0.62 0.12
H -3.43 -0.15 -1.93 0.14
H -1.67 -0.35 -2.12 0.10
H -0.45 0.42 -0.17 0.10
H -1.60 2.11 2.46 0.09
H -2.45 3.10 1.27 0.07
H -1.08 3.77 2.17 0.08
H -1.29 3.78 -0.85 0.08
H 0.25 3.05 -1.29 0.08
H 0.20 4.32 -0.05 0.08
H 0.70 1.14 1.89 0.09
H 1.24 2.81 1.76 0.09
H 1.52 1.70 0.42 0.07
H -0.74 -2.24 -2.26 0.13
H -0.01 -3.36 -1.08 0.15
H 0.39 -2.73 1.49 0.10
H 2.17 -2.64 3.18 0.11
H 4.22 -1.34 2.84 0.11
H 5.60 0.18 1.23 0.12
H 5.77 1.29 -0.95 0.11
H 3.97 1.06 -2.64 0.12
```

---

One molecule with the formula C3ClF5OS at a distorted geometry, computed with ωB97M-V with the def2-TZVPD basis set.

Summary:
**E_tot**: -1547.10232 a.u.
**Kohn-Sham gap (alpha / beta)**: 0.2656 / 0.3033 Ha
**LUMO level (alpha / beta)**: -1.45 / -0.63 eV
**Net charge**: 0
**E_HOMO (alpha / beta)**: -8.68 / -8.88 eV
**ΔE to the lowest compared entry with this formula, charge and spin**: 141.5 kJ/mol

```
11
Properties=species:S:1:pos:R:3:lowdin_charge:R:1
C 0.14 -0.29 -0.30 -0.11
C -1.94 0.43 0.90 -0.67
C 1.80 -0.51 -0.65 -0.51
O -0.62 0.10 0.66 0.04
F -0.47 -0.32 -1.52 0.08
F -2.80 0.19 -0.10 0.06
F 2.05 -1.79 -0.83 0.19
F 2.24 0.15 -1.77 0.13
F 2.49 0.05 0.30 0.18
S -2.21 0.84 2.55 0.54
Cl -2.31 2.89 2.69 0.08
```

---

A 3-piece molecular cluster, C5H16NO4 overall at a distorted geometry, computed with ωB97M-V with the def2-TZVPD basis set.

Summary:
**E_tot**: -555.80798 a.u.
**Kohn-Sham gap**: 0.3123 Ha
**LUMO level**: 3.56 eV
**Net charge**: -1
**E_HOMO**: -4.93 eV
**ΔE to the lowest compared entry with this formula, charge and spin**: 154.1 kJ/mol

```
26
Properties=species:S:1:pos:R:3:lowdin_charge:R:1
C 1.05 0.61 2.70 -0.13
N 1.55 -0.28 1.61 -0.09
C 0.53 -0.40 0.54 -0.34
C 1.16 -1.03 -0.70 -0.13
C 1.16 -0.13 -1.95 -0.30
O 0.21 -0.57 -2.89 -0.16
C -0.82 -0.89 1.00 -0.24
O -1.86 0.08 0.96 -0.11
H 0.54 0.10 3.52 0.07
H 1.81 1.27 3.13 0.06
H 0.32 1.25 2.21 0.07
H 1.72 -1.15 2.09 0.09
H 0.39 0.66 0.33 0.10
H 2.15 -1.45 -0.51 0.10
H 0.61 -1.91 -1.01 0.10
H 0.96 0.92 -1.68 0.10
H 2.15 -0.20 -2.41 0.10
H -0.71 -0.15 -2.60 -0.01
H -1.26 -1.75 0.45 0.11
H -0.86 -1.44 1.95 0.11
H -1.85 0.63 0.15 -0.01
H -1.96 1.53 -1.55 0.01
O -1.73 2.00 -0.62 -0.16
H -0.80 2.24 -0.64 0.01
H -2.42 -0.25 -1.72 -0.03
O -2.04 0.33 -2.39 -0.32
```